No. 1
Below is 2 unconnected molecules or ions with the total composition C4H13N2O, with properties calculated with wB97M-V/def2-TZVPD.

## Properties
HOMO-LUMO gap   7.25 eV
Net charge   -1
2S+1   1
Energy relative to the best compared isomer or geometry (same formula, charge and spin)   37.1 kJ/mol
Lowest unoccupied orbital energy   0.1555 hartree
HOMO energy   -3.021 eV

Last column: Löwdin charge in e.
Geometry (Å):
N (1.10, -2.64, 1.07)  -0.0461
C (1.15, -1.32, 1.78)  -0.5952
O (0.45, -0.34, 1.21)  -0.3258
H (0.12, -2.80, 0.84)  0.0244
H (1.60, -2.54, 0.20)  0.0218
H (0.81, -1.55, 2.82)  0.0650
H (2.25, -1.11, 1.84)  0.0717
C (0.47, 2.45, -0.32)  -0.1202
C (-0.79, 1.74, -0.77)  -0.3530
N (-0.46, 0.44, -1.31)  -0.1489
C (-1.67, -0.33, -1.56)  -0.1758
H (0.26, 3.46, 0.04)  0.0532
H (1.16, 2.52, -1.16)  0.0600
H (0.92, 1.88, 0.49)  0.0484
H (-1.29, 2.33, -1.56)  0.0940
H (-1.50, 1.66, 0.06)  0.1014
H (0.04, -0.05, -0.55)  0.0408
H (-1.39, -1.32, -1.92)  0.0613
H (-2.26, -0.49, -0.65)  0.0665
H (-2.29, 0.15, -2.31)  0.0565



No. 2
Below is a molecular structure, C23H18BrCoN4O4S, with properties calculated with wB97M-V/def2-TZVPD.

## Properties
HOMO-LUMO gap (alpha / beta)   5.89 / 5.95 eV
Net charge   +1
<S²>   0.78
2S+1   2
Energy relative to the best compared isomer or geometry (same formula, charge and spin)   140.8 kJ/mol
Lowest unoccupied orbital energy (alpha / beta)   -0.1688 / -0.1690 hartree
HOMO energy (alpha / beta)   -10.483 / -10.552 eV

Last column: Löwdin charge in e.
Geometry (Å):
Co (-0.63, 0.48, -0.90)  0.4523
O (5.29, 1.47, 0.95)  0.1183
C (4.05, 1.29, 0.52)  -0.3014
C (3.71, 0.98, -0.81)  0.0223
C (2.39, 0.80, -1.14)  -0.1134
N (1.39, 0.92, -0.26)  -0.0508
C (1.71, 1.26, 0.99)  -0.6861
Br (0.26, 1.57, 2.15)  0.8936
C (3.00, 1.45, 1.43)  -0.0153
H (5.96, 1.35, 0.26)  0.1352
H (4.48, 0.89, -1.56)  0.1216
H (2.10, 0.57, -2.15)  0.1097
H (3.22, 1.71, 2.46)  0.1238
O (-2.27, 1.13, -0.11)  -0.2601
N (-2.49, 2.37, 0.25)  -0.2260
C (-3.36, 2.62, 1.24)  -0.0192
C (-3.62, 3.91, 1.65)  -0.0414
C (-2.97, 4.97, 1.01)  -0.0449
C (-2.09, 4.70, -0.01)  -0.0759
C (-1.83, 3.38, -0.39)  -0.6587
S (-0.69, 2.96, -1.59)  0.7411
H (-3.83, 1.76, 1.68)  0.1418
H (-4.32, 4.08, 2.45)  0.1138
H (-3.16, 5.99, 1.31)  0.1153
H (-1.57, 5.48, -0.54)  0.1111
O (0.21, -4.89, 4.96)  0.1400
C (-0.26, -3.66, 4.72)  -0.4813
O (-0.65, -2.96, 5.61)  0.1365
C (-0.25, -3.19, 3.31)  -0.1089
C (0.58, -3.70, 2.31)  -0.0098
C (0.57, -3.16, 1.04)  0.0022
C (-0.29, -2.10, 0.72)  -0.2631
C (-1.13, -1.58, 1.73)  -0.0249
C (-1.10, -2.11, 3.00)  0.0096
N (-0.35, -1.52, -0.51)  0.0588
C (-0.09, -2.18, -1.65)  -0.0006
C (-0.12, -1.51, -2.88)  -0.2246
C (0.05, -2.17, -4.13)  0.0155
C (0.00, -1.45, -5.29)  -0.0267
C (-0.22, -0.07, -5.23)  -0.0018
C (-0.39, 0.52, -3.99)  -0.1097
N (-0.34, -0.16, -2.85)  0.0497
H (0.48, -5.38, 4.18)  0.1056
H (1.27, -4.50, 2.53)  0.1189
H (1.26, -3.53, 0.30)  0.1122
H (-1.80, -0.77, 1.48)  0.0902
H (-1.72, -1.71, 3.79)  0.1306
H (0.07, -3.25, -1.63)  0.1406
H (0.21, -3.24, -4.13)  0.1226
H (0.10, -1.94, -6.24)  0.1204
H (-0.26, 0.54, -6.12)  0.1188
H (-0.56, 1.59, -3.91)  0.0726



No. 3
Below is a molecular structure, C35H50BClN7O3S3W, with properties calculated with wB97M-V/def2-TZVPD.

## Properties
HOMO-LUMO gap (alpha / beta)   3.31 / 3.83 eV
Net charge   +1
<S²>   2.26
2S+1   3
Energy relative to the best compared isomer or geometry (same formula, charge and spin)   180.1 kJ/mol
Lowest unoccupied orbital energy (alpha / beta)   -0.1849 / -0.1658 hartree
HOMO energy (alpha / beta)   -8.342 / -8.342 eV

Last column: Löwdin charge in e.
Geometry (Å):
W (-7.27, 0.10, 17.84)  0.8075
C (-8.32, -1.32, 21.40)  -0.0820
C (-9.04, -2.28, 20.63)  -0.0760
C (-9.73, -1.61, 19.62)  -0.1411
C (-9.26, -0.26, 19.55)  -0.2328
C (-8.53, -0.08, 20.78)  -0.1707
H (-7.76, -1.44, 22.29)  0.0962
H (-9.12, -3.31, 20.91)  0.1019
H (-10.51, -2.11, 19.01)  0.1266
H (-9.85, 0.53, 19.15)  0.0894
H (-8.25, 0.90, 21.16)  0.0848
C (-5.43, 5.80, 19.46)  -0.0111
C (-6.68, 5.12, 18.87)  -0.5352
C (-7.43, 6.28, 18.14)  -0.0519
C (-7.61, 4.50, 19.90)  -0.0529
N (-6.25, 4.15, 17.83)  0.0281
C (-6.06, 4.54, 16.47)  -0.0063
C (-5.64, 3.51, 15.78)  -0.0573
N (-5.48, 2.40, 16.63)  0.0075
B (-4.89, 1.07, 15.99)  -0.5720
N (-4.04, 0.15, 16.92)  0.0405
C (-2.78, 0.61, 17.43)  -0.0037
C (-2.37, -0.28, 18.34)  -0.0006
N (-3.31, -1.34, 18.39)  0.0239
C (-4.37, -0.98, 17.61)  -0.6854
S (-5.80, -1.79, 17.55)  0.7782
C (-3.17, -2.59, 19.21)  -0.5409
C (-3.94, -2.47, 20.52)  -0.0241
C (-1.68, -2.78, 19.59)  -0.0507
C (-3.58, -3.85, 18.43)  -0.0498
N (-5.98, 0.46, 15.01)  0.0131
C (-5.75, -0.54, 13.99)  0.0101
C (-6.81, -0.51, 13.15)  -0.0222
N (-7.67, 0.52, 13.53)  0.0296
C (-7.22, 0.97, 14.76)  -0.4596
S (-8.30, 1.16, 16.23)  0.7075
C (-8.94, 0.88, 12.81)  -0.5142
C (-8.57, 1.68, 11.52)  -0.0057
C (-9.67, -0.40, 12.38)  -0.0107
C (-9.87, 1.77, 13.61)  -0.0696
C (-5.89, 2.81, 17.90)  -0.6207
S (-6.23, 1.74, 19.17)  0.7145
H (-5.70, 6.80, 19.81)  0.0987
H (-4.64, 5.85, 18.70)  0.0958
H (-5.05, 5.22, 20.30)  0.0825
H (-7.89, 6.92, 18.90)  0.0998
H (-8.27, 6.01, 17.48)  0.1051
H (-6.70, 6.90, 17.62)  0.0813
H (-8.09, 5.33, 20.46)  0.1091
H (-7.09, 3.82, 20.57)  0.0467
H (-8.36, 3.94, 19.36)  0.0735
H (-6.32, 5.56, 16.19)  0.1283
H (-5.37, 3.42, 14.73)  0.1443
H (-4.04, 1.46, 15.28)  0.1200
H (-2.27, 1.42, 16.95)  0.1317
H (-1.42, -0.33, 18.87)  0.1330
H (-3.94, -1.47, 20.98)  0.1036
H (-3.51, -3.26, 21.18)  0.1107
H (-4.97, -2.69, 20.34)  0.0554
H (-1.34, -1.99, 20.29)  0.0937
H (-1.01, -2.75, 18.68)  0.1124
H (-1.53, -3.73, 20.06)  0.0830
H (-4.68, -3.94, 18.37)  0.0437
H (-3.26, -4.67, 19.05)  0.0858
H (-3.14, -3.92, 17.43)  0.1019
H (-4.83, -1.15, 13.96)  0.1458
H (-7.00, -1.12, 12.31)  0.1253
H (-7.73, 1.24, 11.01)  0.0850
H (-8.39, 2.68, 11.83)  0.0792
H (-9.46, 1.64, 10.90)  0.0888
H (-8.99, -1.20, 12.06)  0.0725
H (-10.32, -0.21, 11.52)  0.0999
H (-10.30, -0.82, 13.17)  0.1025
H (-9.43, 2.62, 14.07)  0.0616
H (-10.41, 1.19, 14.37)  0.0807
H (-10.60, 2.13, 12.87)  0.1152
N (-8.59, -1.55, 17.02)  -0.1141
H (-9.58, -1.55, 17.26)  0.0570
H (-8.18, -2.49, 17.23)  0.0532
H (-8.53, -1.49, 16.00)  0.0484
C (-13.86, 3.79, 14.49)  -0.0382
C (-13.54, 3.51, 15.94)  -0.1859
C (-12.80, 4.40, 16.71)  -0.0859
C (-12.43, 4.07, 18.01)  -0.7569
Cl (-11.58, 5.06, 19.06)  0.6720
C (-12.58, 2.75, 18.50)  -0.1310
C (-13.20, 1.83, 17.67)  -0.0080
C (-13.95, 2.27, 16.55)  -0.1987
O (-15.09, 1.62, 16.11)  -0.0266
C (-15.21, 0.20, 16.57)  -0.0839
C (-14.06, -0.62, 15.98)  -0.7415
O (-13.14, -1.08, 16.70)  -0.0922
O (-14.26, -0.54, 14.77)  -0.0285
H (-14.48, 4.67, 14.39)  0.0764
H (-14.39, 2.93, 14.07)  0.0860
H (-12.98, 3.98, 13.87)  0.0641
H (-12.45, 5.38, 16.34)  0.1174
H (-12.11, 2.55, 19.46)  0.0894
H (-13.32, 0.75, 17.88)  0.0910
H (-16.10, -0.16, 16.14)  0.1024
H (-15.30, 0.20, 17.68)  0.1251



No. 4
Below is 10 unconnected molecules or ions with the total composition C4H29N3O10, with properties calculated with wB97M-V/def2-TZVPD.

## Properties
HOMO-LUMO gap (alpha / beta)   2.29 / 8.83 eV
Net charge   -1
<S²>   0.75
2S+1   2
Energy relative to the best compared isomer or geometry (same formula, charge and spin)   118.0 kJ/mol
Lowest unoccupied orbital energy (alpha / beta)   0.0827 / 0.0818 hartree
HOMO energy (alpha / beta)   -0.037 / -6.610 eV

Last column: Löwdin charge in e.
Geometry (Å):
N (-0.59, -2.35, -1.42)  -0.0348
C (0.60, -1.74, -1.85)  -0.3174
C (1.65, -1.58, -0.72)  -0.1640
N (0.84, -1.12, 0.49)  -0.0904
C (0.24, 0.27, 0.10)  -0.0799
C (-0.41, 0.94, 1.24)  -0.5466
N (-1.25, 0.24, 2.06)  0.1707
O (-0.41, 2.12, 1.48)  -0.0081
H (-0.63, -3.38, -1.33)  0.0863
H (-0.73, -2.15, -0.44)  0.0074
H (0.93, -2.38, -2.71)  0.1156
H (0.50, -0.69, -2.39)  0.1300
H (2.47, -0.94, -0.80)  0.0653
H (2.03, -2.59, -0.53)  0.1139
H (1.41, -1.12, 1.36)  0.1098
H (-0.47, 0.14, -0.75)  0.1278
H (1.12, 0.85, -0.23)  0.1142
H (-1.85, 0.77, 2.77)  0.1477
H (-1.57, -0.68, 1.84)  0.0380
H (-4.79, -0.93, 0.80)  -0.0302
H (-4.59, 0.56, 0.38)  0.0174
O (-4.07, -0.31, 0.47)  -0.3507
H (-0.34, -2.28, 1.60)  -0.0223
H (-1.51, -3.14, 1.31)  0.0335
O (-1.06, -2.68, 2.13)  -0.1694
H (-3.73, -0.34, -1.42)  -0.0788
H (-2.86, -1.30, -2.40)  0.0104
O (-3.50, -0.56, -2.30)  -0.1360
H (3.05, 1.36, 2.43)  0.1059
H (2.46, 0.42, 1.43)  -0.0350
O (3.30, 0.55, 1.82)  -0.0914
H (-3.10, -2.49, 0.11)  -0.0022
H (-3.11, -3.91, -0.38)  0.0507
O (-2.52, -3.20, -0.13)  -0.1665
H (2.04, 3.31, 2.63)  0.0555
H (1.43, 3.28, 1.25)  -0.0183
O (2.05, 2.88, 1.79)  -0.0188
H (3.64, 1.92, -0.54)  0.0029
H (4.30, 0.91, 0.35)  -0.0064
O (4.19, 1.13, -0.59)  -0.0743
H (2.28, 3.26, -1.74)  0.0519
H (1.48, 3.31, -3.21)  0.0921
O (1.61, 2.82, -2.32)  -0.1086
H (-0.20, 3.74, -1.30)  -0.0242
H (-0.30, 3.19, 0.10)  -0.0609
O (-0.05, 3.89, -0.42)  -0.0115